Model w:
{
  "formula": "C5H10NOS",
  "method": "wB97M-V/def2-TZVPD",
  "homo_lumo_gap_ha": 0.253,
  "total_charge": 1,
  "symbols": ["C", "C", "C", "C", "C", "N", "O", "S", "H", "H", "H", "H", "H", "H", "H", "H", "H", "H"],
  "xyz": [[1.4222, -0.1236, 0.5003], [1.9313, -1.2662, 1.0299], [0.8710, 0.8930, 1.4369], [-2.1076, 0.8079, -1.0048], [-0.7238, -1.1297, -0.4699], [-1.1279, -0.2100, -1.3741], [1.7183, 0.2833, -0.8218], [2.2572, -2.6487, 1.7173], [1.6969, 1.1892, 2.1761], [-0.0651, 0.7567, 1.9446], [0.5561, 1.7838, 0.8193], [-2.6395, 0.4491, -0.0263], [-1.6699, 1.7438, -0.7170], [-2.8173, 0.7225, -1.8562], [-1.2875, -1.2479, 0.4536], [0.1821, -1.6749, -0.5134], [-0.4731, 0.0585, -2.0664], [2.2766, -0.3870, -1.2282]]
}

---

Model x:
{
  "formula": "C5H10NOS",
  "method": "wB97M-V/def2-TZVPD",
  "homo_lumo_gap_ha": 0.347,
  "total_charge": 1,
  "symbols": ["C", "C", "C", "C", "C", "N", "O", "S", "H", "H", "H", "H", "H", "H", "H", "H", "H", "H"],
  "xyz": [[-1.2211, 0.7520, -0.5426], [2.6868, -1.1122, -0.1139], [-0.3390, 1.8769, -0.8756], [0.5484, 0.3956, 1.1494], [-1.3860, -1.1307, 0.9799], [-0.4335, -0.2506, 0.3181], [1.7144, -1.5252, -0.6038], [0.7339, 1.9807, 0.6494], [-2.1601, 1.1423, -0.0712], [-1.5200, 0.2399, -1.5354], [2.6103, -0.3532, 0.6040], [3.7167, -1.4230, -0.4032], [0.4447, 1.5916, -1.7225], [-0.8082, 2.7983, -1.0356], [-2.0212, -0.7108, 1.7845], [-2.0252, -1.5476, 0.2349], [-0.8600, -1.9412, 1.3853], [0.3191, -0.7830, -0.2016]]
}

---

Model y:
{
  "formula": "C5H10NOS",
  "method": "wB97M-V/def2-TZVPD",
  "homo_lumo_gap_ha": 0.385,
  "total_charge": 1,
  "smiles": "C[N@H+]1CC(=O)C[C@@H]1S",
  "symbols": ["C", "N", "C", "C", "O", "C", "C", "S", "H", "H", "H", "H", "H", "H", "H", "H", "H", "H"],
  "xyz": [[0.0354, -0.6124, 1.9098], [0.3691, -0.0001, 0.5732], [0.8855, -1.1368, -0.3841], [0.7025, -0.4863, -1.7897], [1.3583, -0.8282, -2.6734], [-0.3598, 0.5890, -1.7986], [-0.6976, 0.7374, -0.0364], [-0.6389, 2.3675, 0.7152], [0.8971, -1.1336, 2.2341], [-0.3206, 0.3072, 2.5223], [-0.8030, -1.2843, 1.8183], [1.1827, 0.5725, 0.7694], [0.2690, -2.0819, -0.3806], [1.7710, -1.5818, -0.2331], [0.0317, 1.5848, -2.2044], [-1.1547, 0.1994, -2.3533], [-1.5480, 0.2552, 0.2310], [-1.9799, 2.5322, 1.0802]]
}

---

Model z:
{
  "formula": "C5H10NOS",
  "method": "wB97M-V/def2-TZVPD",
  "homo_lumo_gap_ha": 0.206,
  "total_charge": 1,
  "symbols": ["C", "C", "C", "C", "C", "N", "O", "S", "H", "H", "H", "H", "H", "H", "H", "H", "H", "H"],
  "xyz": [[3.1563, 0.1551, 0.9266], [-1.5624, -0.4500, -0.1313], [-1.9869, -1.3719, 0.8438], [-0.2876, 0.3336, 0.1250], [-0.4953, 1.4663, -0.8732], [2.2485, 0.2518, 0.0805], [0.8138, -1.2510, -1.5514], [1.0281, -0.9642, -0.1542], [3.0945, -0.5692, 1.7049], [3.9527, 0.7812, 0.8152], [-1.3152, -1.0033, -1.0260], [-2.4530, 0.0516, -0.5922], [-1.5705, -1.7469, 1.7804], [-2.8534, -1.9991, 0.6088], [-0.1023, 0.5914, 1.0999], [-1.4841, 1.9543, -0.8082], [-0.3178, 1.3220, -1.9784], [0.1345, 2.4482, -0.8704]]
}

---

Relative energies, in kJ/mol, with the most stable structure set to zero: model w 120.7; model x 159.3; model y 0.0; model z 373.7.

---

Model w:
{
  "formula": "HNO2",
  "method": "wB97M-V/def2-TZVPD",
  "homo_lumo_gap_ha": 0.383,
  "smiles": "O=NO",
  "symbols": ["O", "N", "O", "H"],
  "xyz": [[0.4346, 0.2431, 1.4732], [-0.0606, -0.4192, 0.6305], [0.0452, 0.3304, -0.7740], [-0.4192, -0.1543, -1.3297]]
}

---

Model x:
{
  "formula": "HNO2",
  "method": "wB97M-V/def2-TZVPD",
  "homo_lumo_gap_ha": 0.400,
  "smiles": "O=NO",
  "symbols": ["O", "N", "O", "H"],
  "xyz": [[0.0250, 1.1734, -0.9708], [-0.3421, 0.5828, -0.0470], [0.2423, -0.7076, 0.0580], [0.0747, -1.0486, 0.9598]]
}

---

Relative energies, in kJ/mol, with the most stable structure set to zero: model w 54.1; model x 0.0.

---

Model w:
{
  "formula": "C16H52O10",
  "method": "wB97M-V/def2-TZVPD",
  "homo_lumo_gap_ha": 0.356,
  "smiles": "CCO.CCO.CCO.CCO.CCO.CCO.CO.CO.CO.CO",
  "symbols": ["C", "C", "O", "H", "H", "H", "H", "H", "H", "C", "C", "O", "H", "H", "H", "H", "H", "H", "C", "C", "O", "H", "H", "H", "H", "H", "H", "C", "C", "O", "H", "H", "H", "H", "H", "H", "C", "C", "O", "H", "H", "H", "H", "H", "H", "C", "C", "O", "H", "H", "H", "H", "H", "H", "C", "O", "H", "H", "H", "H", "C", "O", "H", "H", "H", "H", "C", "O", "H", "H", "H", "H", "C", "O", "H", "H", "H", "H"],
  "xyz": [[1.1758, 3.6756, 3.8183], [0.8621, 3.3687, 2.3579], [0.5382, 1.9595, 2.2075], [0.2633, 3.6682, 4.4215], [1.6397, 4.6629, 3.9026], [1.8656, 2.9524, 4.2535], [1.7410, 3.6245, 1.7350], [0.0223, 3.9884, 2.0184], [0.1079, 1.8412, 1.2990], [-0.6887, 4.7866, -3.8948], [-1.9477, 4.8029, -3.0329], [-1.7253, 4.1887, -1.7064], [-0.5191, 3.8240, -4.3906], [0.1955, 5.0875, -3.3272], [-0.7706, 5.4748, -4.7463], [-2.7737, 4.4124, -3.6094], [-2.1598, 5.8392, -2.7226], [-0.9180, 4.6070, -1.3825], [-0.9565, -0.4716, 0.1377], [-0.8112, 0.6430, -0.8449], [-0.8279, 1.9126, -0.2214], [-1.7888, -0.3348, 0.8239], [-0.0387, -0.6197, 0.7116], [-1.1198, -1.3936, -0.4183], [-1.5462, 0.5275, -1.6539], [0.1539, 0.5193, -1.3715], [-1.2552, 2.5689, -0.8220], [1.7135, 0.3335, -3.9723], [2.6778, -0.3993, -4.9124], [2.1800, -0.4581, -6.2474], [2.1245, 0.5057, -2.9811], [0.7947, -0.2783, -3.9002], [1.3414, 1.2672, -4.4059], [2.8061, -1.4234, -4.5368], [3.6454, 0.0939, -4.9493], [1.4121, -1.0409, -6.2565], [-1.0341, -5.8139, 3.5298], [-0.8281, -5.1670, 2.1699], [-1.2063, -3.8085, 2.1284], [-2.0956, -5.8708, 3.7390], [-0.4872, -5.2256, 4.2582], [-0.6264, -6.8350, 3.5932], [-1.3681, -5.6878, 1.3805], [0.2388, -5.2377, 1.8774], [-0.5575, -3.2906, 2.6711], [4.2496, -1.4633, 2.6973], [3.5676, -0.1718, 2.2276], [2.3932, 0.0014, 2.9344], [4.4267, -1.4165, 3.7818], [5.2222, -1.5580, 2.2091], [3.6836, -2.3665, 2.4774], [3.3578, -0.2530, 1.1423], [4.2450, 0.6742, 2.3920], [1.8929, 0.8186, 2.5735], [1.6391, -3.1033, 4.4550], [0.7927, -2.3969, 3.5169], [2.1576, -3.9493, 3.9832], [2.3363, -2.4244, 4.9468], [1.0134, -3.5340, 5.2506], [1.2237, -1.5469, 3.3137], [-2.0011, 0.0462, 4.3121], [-0.7057, 0.5496, 4.7716], [-2.6167, 0.7843, 3.7922], [-1.9260, -0.8592, 3.6923], [-2.4697, -0.2447, 5.2608], [-0.3278, 1.1756, 4.1347], [-2.2767, -2.5606, -3.4504], [-3.6462, -2.2756, -3.7506], [-1.8669, -3.4031, -4.0243], [-1.5274, -1.7711, -3.7227], [-2.1654, -2.7930, -2.3826], [-3.9834, -1.5703, -3.1979], [-2.6253, 1.2404, -4.6617], [-2.4160, 1.5452, -6.0241], [-1.6377, 1.1518, -4.1970], [-3.2273, 1.9725, -4.1329], [-2.9694, 0.1937, -4.6122], [-3.2623, 1.7283, -6.4367]]
}

---

Model x:
{
  "formula": "C16H52O10",
  "method": "wB97M-V/def2-TZVPD",
  "homo_lumo_gap_ha": 0.372,
  "smiles": "CC(C)O.CC(C)O.CC(C)O.CO.CO.CO.CO.CO.CO.CO",
  "symbols": ["C", "C", "C", "O", "H", "H", "H", "H", "H", "H", "H", "H", "C", "C", "C", "O", "H", "H", "H", "H", "H", "H", "H", "H", "C", "C", "C", "O", "H", "H", "H", "H", "H", "H", "H", "H", "C", "O", "H", "H", "H", "H", "C", "O", "H", "H", "H", "H", "C", "O", "H", "H", "H", "H", "C", "O", "H", "H", "H", "H", "C", "O", "H", "H", "H", "H", "C", "O", "H", "H", "H", "H", "C", "O", "H", "H", "H", "H"],
  "xyz": [[-18.7580, 7.7749, -15.8184], [-19.1082, 7.3183, -17.2243], [-20.5780, 7.3745, -17.5914], [-18.4236, 8.1604, -18.0984], [-19.1323, 8.7806, -15.6273], [-17.6785, 7.8984, -15.7310], [-19.1275, 7.0437, -15.0994], [-18.7692, 6.3210, -17.5044], [-21.0640, 8.3452, -17.4933], [-21.0710, 6.7091, -16.8827], [-20.6960, 7.0477, -18.6246], [-18.7451, 9.0574, -17.9816], [-9.9899, 15.1531, -12.3248], [-8.5602, 15.0874, -11.7370], [-7.5713, 15.9344, -12.5099], [-8.6787, 15.7365, -10.4938], [-10.7272, 14.6011, -11.7421], [-10.1121, 14.9153, -13.3815], [-10.2943, 16.1971, -12.2502], [-8.1329, 14.0920, -11.6156], [-7.2636, 15.4138, -13.4168], [-6.6677, 16.1208, -11.9294], [-7.9463, 16.9246, -12.7687], [-9.3067, 15.2452, -9.9592], [-17.4788, 11.3871, -11.0260], [-16.4093, 12.4270, -11.3111], [-16.9093, 13.8499, -11.6237], [-15.5730, 12.4275, -10.1568], [-17.8534, 11.4030, -10.0025], [-17.0747, 10.3804, -11.1328], [-18.3139, 11.5789, -11.6998], [-15.8110, 12.0910, -12.1580], [-17.7242, 13.8786, -12.3471], [-16.1100, 14.5204, -11.9391], [-17.2503, 14.3248, -10.7037], [-16.1316, 12.5577, -9.3870], [-16.7356, 12.3423, -4.3222], [-16.6859, 13.0275, -5.5343], [-17.5997, 12.7203, -3.7757], [-16.7108, 11.2545, -4.3861], [-15.7886, 12.6052, -3.8509], [-16.4575, 13.9334, -5.3133], [-11.8007, 14.2402, -6.2301], [-11.5593, 13.8523, -7.5548], [-10.9870, 14.9301, -6.0061], [-12.7744, 14.7271, -6.2840], [-11.7813, 13.4023, -5.5333], [-12.3713, 13.4378, -7.8557], [-16.5660, 5.0072, -9.2120], [-16.9824, 4.1917, -10.3111], [-15.5173, 5.2134, -9.4258], [-17.1776, 5.9064, -9.1389], [-16.5915, 4.5452, -8.2251], [-16.3872, 3.4601, -10.4906], [-21.6259, 11.6456, -6.0319], [-22.9412, 11.8317, -6.4592], [-21.0646, 12.5324, -6.3264], [-21.5690, 11.3173, -4.9941], [-21.1581, 10.8126, -6.5568], [-23.4705, 11.1667, -6.0129], [-22.2589, 14.3111, -10.3725], [-22.4192, 14.6619, -11.7240], [-22.3035, 13.2231, -10.3243], [-21.2880, 14.6189, -9.9843], [-23.0435, 14.7425, -9.7509], [-22.2965, 15.6130, -11.7697], [-15.4028, 14.5724, -16.4343], [-15.5566, 15.9364, -16.7402], [-16.3418, 14.0772, -16.1871], [-15.0120, 14.0727, -17.3207], [-14.7242, 14.3494, -15.6109], [-16.0823, 16.3085, -16.0284], [-17.1351, 19.7854, -12.9934], [-17.4691, 18.7761, -13.8743], [-17.8545, 20.6030, -12.9468], [-17.1279, 19.2535, -12.0420], [-16.1893, 20.2161, -13.3221], [-18.3703, 18.4577, -13.7839]]
}

---

Relative energies, in kJ/mol, with the most stable structure set to zero: model w 0.0; model x 201.6.

---

Model w:
{
  "formula": "C8H11NO6",
  "method": "wB97M-V/def2-TZVPD",
  "homo_lumo_gap_ha": [0.322, 0.178],
  "symbols": ["C", "C", "C", "C", "C", "C", "C", "O", "O", "C", "O", "O", "O", "N", "O", "H", "H", "H", "H", "H", "H", "H", "H", "H", "H", "H"],
  "xyz": [[0.9718, -0.3865, 1.7246], [0.7068, -0.1978, 0.2283], [0.1173, -1.4554, -0.3818], [-1.0945, -1.7504, -0.8523], [-2.2379, -0.7558, -0.9240], [-1.6744, 0.6677, -1.0574], [-1.2663, 0.8371, 0.4107], [-2.0801, 0.1738, 1.1789], [-2.9818, -0.7359, 0.2743], [-0.9181, 2.1715, 1.0024], [-2.6916, 1.5454, -1.4756], [1.1490, 0.7629, -0.4368], [4.3684, -1.9404, -0.9444], [3.7663, -1.0774, -1.7232], [2.7107, -1.2329, -2.3405], [0.0388, -0.7901, 2.1472], [1.7736, -1.1182, 1.9137], [1.2560, 0.5483, 2.2204], [0.8832, -2.2258, -0.4980], [-1.3408, -2.7491, -1.2307], [-3.0054, -1.0457, -1.6718], [-0.7603, 0.7303, -1.6840], [-0.1319, 2.7062, 0.4379], [-1.8478, 2.7708, 1.0219], [-0.6104, 2.0124, 2.0474], [-2.4023, 2.4753, -1.3300]]
}

---

Model x:
{
  "formula": "C8H11NO6",
  "method": "wB97M-V/def2-TZVPD",
  "homo_lumo_gap_ha": 0.386,
  "smiles": "CC(=O)N(C)[C@@H]1OC(=O)O[C@H]1CC(=O)O",
  "symbols": ["C", "C", "O", "N", "C", "C", "O", "C", "O", "O", "C", "C", "C", "O", "O", "H", "H", "H", "H", "H", "H", "H", "H", "H", "H", "H"],
  "xyz": [[-2.5742, -0.9866, -1.9571], [-1.6133, -0.5781, -0.8793], [-1.7768, -0.9404, 0.2540], [-0.5171, 0.2109, -1.2927], [-1.0376, 1.5232, -1.7759], [0.4208, 0.4713, -0.2235], [1.5984, 0.9878, -0.8726], [2.5450, 0.0430, -0.9840], [3.5674, 0.1438, -1.6235], [2.2035, -1.0161, -0.2129], [1.0031, -0.7319, 0.5154], [1.4724, -0.3310, 1.9044], [0.4152, -0.2766, 2.9624], [-0.7609, -0.2742, 2.7725], [0.9256, -0.2847, 4.2481], [-3.5513, -0.6811, -1.6202], [-2.5864, -2.0589, -2.0470], [-2.3865, -0.5151, -2.9061], [-1.5943, 1.3963, -2.6817], [-1.6823, 1.9467, -1.0173], [-0.2178, 2.1842, -1.9903], [0.1522, 1.2820, 0.4336], [0.4334, -1.6391, 0.4725], [1.9784, 0.6239, 1.8816], [2.2107, -1.0462, 2.2305], [1.3724, 0.5468, 4.4093]]
}

---

Relative energies, in kJ/mol, with the most stable structure set to zero: model w 983.1; model x 0.0.